## 1
The following is a DFT calculation (ωB97M-V/def2-TZVPD) of 2 unconnected molecules or ions with the total composition C9H16N2O2.

```
! wB97M-V def2-TZVPD RIJCOSX def2/J DEFGRID3
* xyz 0 1
O 0.7488 -2.9656 0.3611
C 1.0081 -1.8311 0.7872
C 2.3534 -1.3061 1.0141
C 2.4435 -0.2548 1.9831
N 1.3023 0.5361 2.1892
C -0.0142 0.1125 1.8072
O -0.9725 0.8345 1.9631
N -0.1234 -1.0231 1.1442
H 3.2462 -1.8940 0.5163
H 3.3225 0.2672 2.3511
H 1.3538 1.0731 3.2275
H -1.1338 -1.4591 1.2043
C -0.1141 2.8836 -0.5672
C -0.4585 1.7466 -1.5839
C -0.8082 0.4274 -0.8740
C -1.2333 -0.7442 -1.7980
C -1.4273 -2.0108 -0.9656
H -0.9319 3.0245 0.1493
H 0.7758 2.6391 0.0474
H 0.1125 3.8296 -1.0622
H 0.4543 1.5836 -2.2151
H -1.2721 2.1067 -2.2430
H 0.0012 0.1516 -0.1922
H -1.6301 0.6679 -0.1781
H -0.4891 -0.9253 -2.6074
H -2.1649 -0.5394 -2.2971
H -2.2820 -1.8784 -0.2508
H -1.5739 -2.9002 -1.5736
H -0.4930 -2.1519 -0.3368
*
```

Results
**SMILES string**: O=c1cc[nH]c(=O)[nH]1.CCCCC
**E_LUMO**: -0.1 eV
**Orbital gap**: 0.3389 hartree

---

## 2
The following is a DFT calculation (ωB97M-V/def2-TZVPD) of 2 unconnected molecules or ions with the total composition C9H16N2O2.

```
! wB97M-V def2-TZVPD RIJCOSX def2/J DEFGRID3
* xyz 0 1
O -0.7349 1.0293 -0.7849
C -1.2155 0.6971 -1.8869
C -0.6738 0.6582 -3.2317
C -1.3615 0.1007 -4.3042
N -2.6159 -0.4196 -4.1425
C -3.2216 -0.4254 -2.8749
O -4.2488 -1.1498 -2.6208
N -2.5687 0.3392 -1.8731
H 0.3577 1.0924 -3.3224
H -0.9073 -0.1111 -5.3225
H -3.2574 -0.7163 -4.8298
H -3.0634 0.4295 -0.9673
C 3.3863 -1.8215 1.6022
C 2.3417 -0.9998 2.5570
C 1.1426 -0.2375 1.8547
C 0.6255 0.9098 2.7482
C -0.4085 1.8231 2.0402
H 2.8039 -2.6926 1.1805
H 4.0696 -1.5001 0.9481
H 4.1574 -2.4732 2.1238
H 2.8850 -0.2875 3.1057
H 1.7969 -1.6435 3.2393
H 1.4634 0.2293 0.8894
H 0.3110 -0.8891 1.5391
H 1.2815 1.6212 3.3259
H -0.1234 0.6054 3.4768
H -1.1127 1.0523 1.5915
H -1.1585 2.3524 2.7007
H 0.0494 2.4272 1.2379
*
```

Results
**SMILES string**: O=c1cc[nH]c(=O)[nH]1.CCCCC
**E_LUMO**: 0.1 eV
**Orbital gap**: 0.3596 hartree

---

## 3
The following is a DFT calculation (ωB97M-V/def2-TZVPD) of 2 unconnected molecules or ions with the total composition C9H16N2O2.

```
! wB97M-V def2-TZVPD RIJCOSX def2/J DEFGRID3
* xyz 0 1
O -2.3198 2.2717 -1.3462
C -2.5871 1.2642 -0.6696
C -2.3872 1.1187 0.7305
C -3.1513 0.1328 1.3357
N -3.8292 -0.8730 0.7153
C -3.9695 -0.8731 -0.6565
O -4.5080 -1.7149 -1.3273
N -3.2517 0.2041 -1.1955
H -1.7819 1.9921 1.0984
H -2.9459 0.0328 2.3628
H -4.0594 -1.7538 1.2454
H -3.5646 0.3889 -2.2157
C 4.4939 -0.4812 -1.2497
C 3.6641 -0.3706 -0.0032
C 2.1593 -0.1008 -0.3833
C 1.2844 0.3565 0.8342
C -0.1754 0.0576 0.7693
H 3.8394 -1.2482 -1.8807
H 4.4099 0.5408 -1.7826
H 5.5990 -0.6979 -1.0282
H 4.2273 0.3272 0.8131
H 3.6569 -1.2995 0.8320
H 2.0894 0.8563 -1.0231
H 1.6775 -1.0259 -0.7780
H 1.6283 1.3918 1.0510
H 1.5742 -0.3662 1.6210
H -0.1124 -0.9407 0.3090
H -0.8423 0.0509 1.7737
H -0.8178 0.7595 0.0484
*
```

Results
**SMILES string**: O=c1cc[nH]c(=O)[nH]1.CCCCC
**E_LUMO**: 0.4 eV
**Orbital gap**: 0.3437 hartree

---

## 4
The following is a DFT calculation (ωB97M-V/def2-TZVPD) of C9H16N2O2 in the gas phase.

```
! wB97M-V def2-TZVPD RIJCOSX def2/J DEFGRID3
* xyz 0 1
C -2.9814 -1.4760 0.0180
C 0.3689 -0.4464 1.2887
C -0.9207 2.2518 0.2304
C -0.7361 -0.2095 0.2210
C 1.5243 -0.2921 0.3192
C -1.7097 3.3870 -0.2941
C 3.3802 -2.0563 -0.1726
C -1.4848 -1.3853 -0.3517
C 2.0429 -1.4003 -0.6222
N -1.1709 1.0054 -0.2277
N 1.9263 0.9431 0.0877
O -3.5648 -0.2499 0.1161
O -3.5310 -2.4772 0.3792
H 0.2843 0.1885 2.1076
H 0.1301 -1.4573 1.6108
H -0.2010 2.3817 1.0718
H -1.2244 4.3843 -0.2286
H -2.7530 3.5092 0.1740
H -1.8884 3.3510 -1.3327
H 3.2537 -1.9394 0.8816
H 4.2915 -1.7267 -0.6396
H 3.2365 -3.0498 -0.3252
H -0.9593 -2.2963 -0.2298
H -1.6698 -1.1007 -1.4356
H 1.3869 -2.2200 -0.7314
H 1.9881 -1.0728 -1.6647
H -2.8922 0.4855 -0.1172
H 1.5003 1.7260 0.6450
H 2.3737 1.2426 -0.7781
*
```

Results
**E_LUMO (spin up / spin down)**: 0.1 / 0.1 eV
**Orbital gap (spin up / spin down)**: 0.2446 / 0.2445 hartree

---

Computed stability ranking, most favorable first: 2, 1, 3, 4